(1)
{"formula": "C4H4ClPS", "method": "the ωB97M-V functional and the def2-TZVPD basis", "elements": ["Cl", "S", "P", "C", "C", "C", "C", "H", "H", "H", "H"], "xyz": [[3.957, -0.911, 0.532], [-0.738, 1.876, 0.133], [3.149, 0.531, -0.566], [-1.773, -0.415, 0.266], [0.274, 0.555, 0.130], [-2.148, 0.870, 0.308], [-0.332, -0.655, 0.201], [-2.305, -1.375, 0.379], [-3.116, 1.407, 0.476], [0.012, -1.679, -0.062], [3.019, -0.204, -1.797]], "nbo_charge": [-0.261, 0.420, 0.456, -0.252, -0.202, -0.434, -0.388, 0.227, 0.250, 0.239, -0.055], "orbital_gap_ev": [7.9599, 7.5865], "energy_ev": -36855.6423, "relative_energy_kcal_mol": 63.2}

(2)
{"formula": "C14H22N9O4S", "method": "the ωB97M-V functional and the def2-TZVPD basis", "elements": ["S", "O", "O", "O", "O", "N", "N", "N", "N", "N", "N", "N", "N", "N", "C", "C", "C", "C", "C", "C", "C", "C", "C", "C", "C", "C", "C", "C", "H", "H", "H", "H", "H", "H", "H", "H", "H", "H", "H", "H", "H", "H", "H", "H", "H", "H", "H", "H", "H", "H"], "xyz": [[-4.141, 2.237, 0.645], [0.934, -2.650, -2.046], [-4.512, -2.625, 1.649], [3.481, -2.642, 1.350], [-5.047, 1.456, -1.654], [-4.844, -0.228, -0.119], [-0.736, 2.371, -0.552], [-1.919, 4.083, -1.526], [-1.254, 4.269, 0.595], [3.383, -0.854, -0.003], [-3.480, -1.381, 3.190], [3.158, -2.876, -1.926], [-3.220, 0.967, 2.823], [-2.476, -0.158, 4.706], [-4.802, 1.098, -0.512], [-3.843, 0.874, 1.674], [-0.691, 1.480, -1.729], [5.365, -1.199, 1.361], [1.447, 0.190, -1.103], [-0.063, 0.117, -1.409], [-4.126, -1.512, 1.970], [2.007, -2.291, -1.579], [-1.296, 3.568, -0.503], [2.039, -1.130, -0.560], [-4.330, -0.354, 1.090], [3.989, -1.625, 0.906], [3.268, -3.979, -2.880], [-3.073, -0.207, 3.518], [1.410, -1.476, 0.263], [1.982, 0.479, -2.010], [-2.350, 4.988, -1.470], [-0.813, 3.897, 1.417], [-0.294, 2.037, 0.288], [3.882, -0.040, -0.326], [1.609, 0.966, -0.353], [3.987, -2.584, -1.437], [-1.709, 1.302, -2.086], [-1.687, 5.173, 0.632], [5.307, -0.220, 1.834], [-2.621, 0.716, 5.189], [4.316, -4.202, -3.085], [2.768, -3.715, -3.814], [-0.587, -0.328, -0.562], [-0.121, 1.951, -2.533], [2.785, -4.870, -2.470], [-2.645, -1.018, 5.217], [6.040, -1.164, 0.508], [-0.221, -0.513, -2.283], [5.736, -1.926, 2.083], [-1.987, 3.550, -2.375]], "nbo_charge": [0.308, -0.643, -0.424, -0.610, -0.467, -0.311, -0.560, -0.755, -0.755, -0.634, -0.542, -0.588, -0.457, -0.733, 0.456, 0.093, -0.235, -0.711, -0.396, -0.406, 0.542, 0.657, 0.676, -0.113, 0.152, 0.662, -0.414, 0.563, 0.239, 0.215, 0.426, 0.423, 0.414, 0.397, 0.189, 0.400, 0.218, 0.422, 0.226, 0.399, 0.213, 0.216, 0.211, 0.209, 0.216, 0.424, 0.226, 0.272, 0.257, 0.433], "orbital_gap_ev": 6.2121, "total_charge": 1, "energy_ev": -47306.0572, "relative_energy_kcal_mol": 2.8}